(1)
Below is a structure of composition C4H22NO7S2 in a non-equilibrium geometry, with properties calculated with the ωB97M-V functional and the def2-TZVPD basis.

Relative energy (zero: lowest compared OMol25 entry of this formula, charge and spin) = 0.000 eV
Frontier orbital gap = 8.070 eV
E_LUMO = 2.70 eV
Net charge = -1

Last column: Löwdin charge in e.
Geometry (Å):
N -0.0940 -0.5108 -1.5464  0.039
C -0.4294 -1.6183 -0.6300  -0.423
C -1.4894 -0.9873 0.4280  -0.276
O -0.9309 0.1250 1.0275  -0.256
C 0.6357 -2.2276 0.2208  -0.501
S 2.0950 -3.1838 -0.4392  0.448
S 2.3291 -2.7499 -2.4285  0.385
C 2.9000 -1.0590 -2.5160  -0.501
H 0.7100 -0.0569 -1.1196  0.029
H -0.9006 0.0780 -1.6884  0.075
H -0.9666 -2.3741 -1.2049  0.106
H -1.7294 -1.7973 1.1529  0.109
H -2.2951 -0.7238 -0.2841  0.111
H 1.0650 -1.5680 0.9741  0.064
H 0.1004 -2.9158 0.9026  0.072
H 2.6209 -0.3798 -1.7140  0.016
H 2.5762 -0.5921 -3.4480  0.034
H 4.0159 -1.1148 -2.3959  0.034
H -1.1276 3.5882 0.4983  -0.021
H 0.1448 2.8013 -0.1988  -0.004
O -0.3919 3.6857 -0.1016  -0.145
H -0.0955 0.8938 0.5549  0.030
H 1.5562 1.6545 0.8859  0.018
O 0.8834 1.5498 0.2108  -0.244
H -1.3343 -1.1965 -3.5516  0.017
H -1.1095 -2.7769 -3.4089  0.017
O -1.7376 -2.0700 -3.5556  -0.075
H -0.3937 -0.8814 4.0235  0.023
H 0.3595 0.3752 4.4190  0.026
O -0.2010 -0.3172 4.7786  -0.062
H 0.7674 3.6529 1.5702  0.003
H -0.1673 2.9693 2.7730  0.023
O 0.5581 3.5274 2.5025  -0.077
H -2.1226 1.4516 0.9761  0.027
H -2.8053 2.8352 1.0675  -0.006
O -2.9957 1.9132 1.2653  -0.115

(2)
Below is a cluster of 4 separate species, C2H10O2S2 in total in a non-equilibrium geometry, with properties calculated with the ωB97M-V functional and the def2-TZVPD basis.

Relative energy (zero: lowest compared OMol25 entry of this formula, charge and spin) = 5.906 eV
Frontier orbital gap = 3.689 eV
E_LUMO = -4.70 eV
Net charge = 0

Last column: Löwdin charge in e.
Geometry (Å):
C 0.2458 -0.5539 -2.3957  -0.489
S 1.4474 -1.2461 -1.2233  0.696
S -0.3685 0.8584 2.0407  0.713
C 1.2996 1.4145 1.8717  -0.549
H 0.5338 -0.6695 -3.4582  0.043
H -0.6910 -1.2001 -2.3362  0.068
H 0.0716 0.4769 -2.1147  0.009
H 1.7573 1.2430 0.9423  -0.020
H 1.2605 2.5685 2.0487  0.074
H 1.9877 0.8600 2.5688  0.042
H -0.4238 -1.3671 1.2261  -0.093
H 0.2762 -2.1476 0.0569  -0.127
O -0.4114 -2.2118 0.7797  -0.126
H -3.0654 0.6786 -0.2676  0.020
H -1.7925 0.7167 0.5753  -0.153
O -2.1275 0.5797 -0.3145  -0.108